No. 1
Here is C56H42BrCl4CrN5O2Sb as an isolated structure at a distorted geometry from OMol25. Energies are from ωB97M-V/def2-TZVPD.

Last column: Mulliken spin population.
CARTESIAN COORDINATES (ANGSTROEM)
Cr -0.09 -0.93 0.21  2.9736
Cl 7.27 1.48 -5.02  -0.0001
C 5.91 0.86 -4.14  -0.0008
C 4.84 0.31 -4.83  0.0006
C 3.74 -0.15 -4.13  -0.0017
C 3.68 -0.04 -2.75  -0.0027
C 4.78 0.49 -2.07  -0.0021
C 5.89 0.94 -2.76  0.0003
C 2.49 -0.43 -1.96  0.0093
C 1.24 0.09 -2.30  0.0605
C 0.89 0.80 -3.50  0.0072
C -0.46 0.92 -3.51  0.0135
C -0.94 0.41 -2.26  -0.0042
C -2.20 0.69 -1.73  0.0197
C -3.28 1.16 -2.62  0.0152
C -4.27 0.27 -3.02  0.0001
C -5.32 0.71 -3.81  -0.0003
C -5.39 2.04 -4.18  -0.0001
Cl -6.71 2.60 -5.14  0.0000
C -4.39 2.93 -3.81  -0.0002
C -3.34 2.49 -3.02  0.0004
C -2.41 0.78 -0.35  -0.0036
N -1.58 0.27 0.60  -0.0141
C -1.99 0.80 1.80  0.0543
C -1.44 0.44 3.03  0.0110
C -1.71 1.27 4.21  -0.0019
C -2.99 1.55 4.71  -0.0018
C -3.17 2.48 5.71  0.0001
C -2.07 3.14 6.24  -0.0002
Cl -2.28 4.36 7.45  0.0000
C -0.79 2.83 5.81  0.0001
C -0.62 1.90 4.80  -0.0002
C -0.58 -0.66 3.16  0.0312
C -0.33 -1.38 4.37  0.0139
C 0.38 -2.49 4.03  0.0127
C 0.64 -2.40 2.62  0.0447
N 0.01 -1.30 2.12  -0.1977
C 1.57 -3.17 1.92  0.0064
C 2.19 -2.69 0.76  0.0627
C 3.42 -3.14 0.19  0.0089
C 3.75 -2.27 -0.80  0.0079
C 2.67 -1.34 -0.91  -0.0056
N 1.75 -1.60 0.05  -0.1019
C 1.89 -4.50 2.47  -0.0034
C 3.13 -4.91 2.96  -0.0038
C 3.30 -6.18 3.47  0.0005
C 2.23 -7.07 3.49  -0.0008
Cl 2.45 -8.66 4.13  -0.0001
C 0.98 -6.68 3.03  0.0010
C 0.82 -5.40 2.54  -0.0005
C -3.09 1.68 1.58  0.0082
C -3.39 1.62 0.26  0.0152
N 0.10 -0.12 -1.55  -0.1542
H 4.87 0.25 -5.91  0.0000
H 2.93 -0.62 -4.67  0.0002
H 4.76 0.56 -0.99  -0.0002
H 6.73 1.36 -2.23  0.0000
H 1.58 1.15 -4.24  0.0032
H -1.08 1.38 -4.26  0.0006
H -4.20 -0.76 -2.72  0.0011
H -6.09 0.02 -4.13  0.0000
H -4.45 3.96 -4.12  0.0000
H -2.56 3.17 -2.72  0.0004
H -3.84 1.01 4.32  0.0000
H -4.16 2.70 6.08  0.0000
H 0.06 3.32 6.25  0.0000
H 0.38 1.66 4.45  0.0003
H -0.68 -1.09 5.34  0.0006
H 0.72 -3.28 4.67  0.0010
H 3.99 -3.99 0.52  0.0011
H 4.61 -2.30 -1.44  0.0005
H 3.96 -4.22 2.97  0.0003
H 4.26 -6.49 3.86  0.0000
H 0.15 -7.37 3.07  0.0000
H -0.15 -5.09 2.19  0.0010
H -3.58 2.27 2.34  0.0020
H -4.18 2.14 -0.26  0.0006
Br -4.76 -7.01 -2.58  -0.0001
C -3.08 -6.18 -2.26  -0.0005
C -1.91 -6.78 -2.72  0.0007
N -0.72 -6.26 -2.48  -0.0002
C -0.64 -5.12 -1.82  -0.0021
C -1.75 -4.42 -1.37  -0.0158
C -3.01 -4.98 -1.57  -0.0003
C -1.57 -3.06 -0.76  0.0282
O -2.42 -2.19 -0.90  -0.0042
O -0.46 -2.88 -0.17  0.0396
H -1.94 -7.70 -3.28  0.0001
H 0.36 -4.74 -1.65  0.0024
H -3.89 -4.48 -1.20  0.0007
C 0.58 4.97 -2.92  0.0009
C 0.09 5.19 -1.50  0.0016
Sb 0.05 3.27 -0.42  0.0625
C -0.51 4.05 1.57  0.0002
C -1.30 5.34 1.52  0.0003
C 2.22 3.23 0.00  -0.0018
C 2.81 4.53 0.50  -0.0004
H 0.76 5.92 -3.43  0.0001
H -0.15 4.41 -3.50  -0.0003
H 1.51 4.41 -2.92  -0.0004
H -0.92 5.60 -1.51  -0.0001
H 0.73 5.90 -0.98  -0.0001
H 0.40 4.18 2.15  0.0000
H -1.10 3.27 2.04  0.0001
H -0.72 6.14 1.07  0.0000
H -1.59 5.64 2.53  0.0000
H -2.21 5.22 0.94  -0.0001
H 2.72 2.89 -0.91  0.0008
H 2.34 2.44 0.75  -0.0018
H 2.81 5.29 -0.27  0.0000
H 3.84 4.38 0.82  0.0000
H 2.24 4.91 1.35  0.0000

Calculated values
Expectation value of S²: 3.787
Multiplicity: 4

---

No. 2
Here is an isolated molecule of C3H4N2O at a distorted geometry from OMol25. Energies are from ωB97M-V/def2-TZVPD.

Last column: natural (NBO) charge in e.
CARTESIAN COORDINATES (ANGSTROEM)
N 0.72 -1.19 0.16  -0.8180
C 0.77 0.10 0.56  0.6846
O 1.60 0.58 1.32  -0.5887
C -0.36 0.98 -0.02  -0.6150
C -1.33 0.17 -0.75  0.2741
N -2.08 -0.51 -1.32  -0.3186
H 1.33 -1.87 0.56  0.4099
H 0.14 -1.50 -0.61  0.4143
H -0.87 1.51 0.79  0.2812
H 0.07 1.73 -0.69  0.2762

Calculated values
SMILES: N#CCC(N)=O

---

No. 3
Here is C3H3NO2 as an isolated structure at a distorted geometry from OMol25. Energies are from ωB97M-V/def2-TZVPD.

Last column: natural (NBO) charge in e.
CARTESIAN COORDINATES (ANGSTROEM)
C -0.99 -0.97 -2.01  0.2496
C -0.17 -0.48 -0.70  -0.0765
C -0.40 0.82 0.85  0.4649
N -1.18 -1.23 -3.10  -0.3174
O 0.01 -1.64 0.12  -0.7101
O -0.11 0.25 1.82  -0.4635
H 0.83 -0.05 -1.11  0.2020
H -0.78 1.83 0.74  0.1559
H 0.84 -1.64 0.64  0.4951

---

No. 4
Here is a 2-piece molecular cluster, C2H3ClO2S overall at a distorted geometry from OMol25. Energies are from ωB97M-V/def2-TZVPD.

Last column: natural (NBO) charge in e.
CARTESIAN COORDINATES (ANGSTROEM)
C -0.19 0.89 -0.37  0.0481
C 0.15 -1.31 0.64  -0.4697
O 0.41 3.30 0.62  -0.9307
O -0.71 0.54 -1.48  -0.6361
S 0.51 1.83 0.76  1.0393
Cl -0.43 -2.00 -0.79  0.0591
H -0.44 -1.46 1.47  0.2003
H 1.26 -1.40 0.81  0.2246
H -0.56 -0.39 -1.65  0.4652

---

Number 1: M 1212.46 g/mol, E_tot -8283.06476 a.u.. Number 2: M 84.08 g/mol, E_tot -301.47920 a.u.. Number 3: M 85.06 g/mol, E_tot -321.21948 a.u.. Number 4: M 126.56 g/mol, E_tot -1086.68262 a.u..